Entry 1:
Formula: C6H8N
Source: OMol25
Level of theory: ωB97M-V/def2-TZVPD

ORCA input file:
```
! wB97M-V def2-TZVPD RIJCOSX def2/J DEFGRID3
* xyz 1 1
C -0.223 0.968 0.088
C -1.698 0.930 0.151
C -0.877 -1.521 -0.156
C -2.539 -0.136 0.080
C 0.524 -1.328 -0.164
C 2.089 0.494 0.025
N 0.737 0.063 0.074
H 0.183 1.927 0.166
H -1.999 1.974 0.087
H -1.181 -2.454 -0.407
H -3.432 -0.611 0.027
H 1.385 -1.994 -0.210
H 2.565 -0.062 -0.709
H 2.498 0.226 1.014
H 1.968 1.523 -0.067
*
```

Computed properties:
lowest unoccupied orbital energy: -5.51 eV
HOMO: -14.326 eV
gap between HOMO and LUMO: 8.82 eV
relative energy (zero: lowest compared OMol25 entry of this formula, charge and spin): 6.482 eV
energy: -287.7180 a.u.

Taken from the Löwdin analysis, the atomic charges in e are: 0.0051, -0.0842, 0.1650, 0.2853, -0.0186, 0.0248, -0.1409, 0.1190, 0.1140, 0.0189, 0.0511, 0.1392, 0.0944, 0.1410, 0.0859

Entry 2:
Formula: C6H8N
Source: OMol25
Level of theory: ωB97M-V/def2-TZVPD

ORCA input file:
```
! wB97M-V def2-TZVPD RIJCOSX def2/J DEFGRID3
* xyz 1 1
C -0.739 0.710 1.558
C 0.910 -0.661 -0.435
C 0.726 0.781 -0.737
C -0.249 -1.379 0.270
C -0.447 1.449 -0.539
C -1.497 0.904 0.368
N -1.048 -0.410 0.966
H 0.761 -1.155 -1.385
H 1.834 -0.955 -0.103
H -0.178 0.821 2.470
H 1.556 1.213 -1.159
H -0.826 -1.720 -0.532
H -0.171 -2.200 0.960
H -0.793 2.433 -0.835
H -2.549 1.249 0.222
*
```

Computed properties:
lowest unoccupied orbital energy: -5.37 eV
HOMO: -14.583 eV
gap between HOMO and LUMO: 9.21 eV
relative energy (zero: lowest compared OMol25 entry of this formula, charge and spin): 5.075 eV
structure (SMILES): C1=C[C@@H]2C=[N+]2CC1
energy: -287.7698 a.u.

Taken from the Löwdin analysis, the atomic charges in e are: 0.1539, -0.1113, 0.0086, -0.0858, 0.0062, -0.1294, 0.0763, 0.1379, 0.1009, 0.1728, 0.1016, 0.1180, 0.1441, 0.1293, 0.1768